1.
The following is a DFT calculation (ωB97M-V with the def2-TZVPD basis set) of the molecule C16H16ClN3OS.

Output
total charge = 0
highest occupied orbital energy = -0.299 Ha
SMILES = CCc1ccccc1NC(=S)NNC(=O)c1ccccc1Cl

Last column: Mulliken charge in e.
Element x y z (Å)
C -1.1208 3.2372 3.1397  -1.109
H -1.6518 2.8053 3.9850  0.333
H -1.4993 4.2421 2.9691  0.367
H -0.0680 3.3074 3.4053  0.337
C -1.3235 2.3740 1.8917  -1.154
C -0.7955 0.9839 2.1085  0.720
C -1.6158 -0.0055 2.6307  -0.449
C -1.1445 -1.2857 2.8636  -0.805
C 0.1739 -1.5946 2.5770  -0.583
C 1.0121 -0.6259 2.0583  0.250
C 0.5357 0.6619 1.8193  -0.321
N 1.3899 1.6618 1.3207  0.053
C 2.4969 1.5038 0.5435  -0.073
S 3.7521 2.5704 0.6475  -0.424
N 2.5672 0.4512 -0.3087  -0.448
N 1.4571 -0.1551 -0.9016  0.326
C 1.6119 -0.6650 -2.1459  0.528
O 2.6773 -0.5589 -2.7311  -0.724
C 0.4189 -1.2895 -2.7900  0.074
C -0.7383 -1.7807 -2.1848  0.753
C -1.7549 -2.3372 -2.9475  -0.634
C -1.6422 -2.4123 -4.3234  -0.351
C -0.4988 -1.9384 -4.9445  -0.680
C 0.5114 -1.3917 -4.1813  -0.646
H 1.4172 -1.0243 -4.6399  0.438
H -0.3947 -1.9975 -6.0166  0.394
H -2.4437 -2.8448 -4.9022  0.382
H -2.6368 -2.7137 -2.4524  0.425
Cl -0.9985 -1.7797 -0.4617  -0.139
H 0.6389 -0.2979 -0.3233  0.081
H 3.3511 0.4444 -0.9624  0.349
H 1.3780 2.5438 1.8153  0.235
H 2.0469 -0.8559 1.8532  0.440
H 0.5553 -2.5872 2.7619  0.413
H -1.8034 -2.0387 3.2683  0.404
H -2.6456 0.2345 2.8523  0.427
H -0.8247 2.8367 1.0374  0.372
H -2.3909 2.3217 1.6692  0.439


2.
The following is a DFT calculation (ωB97M-V with the def2-TZVPD basis set) of a structure of composition C31H38BeN5OP.

Output
total charge = 0
highest occupied orbital energy (spin up / spin down) = -0.227 / -0.168 Ha

Last column: Mulliken charge in e.
Element x y z (Å)
Be -0.4523 -0.3631 0.3287  -1.278
C 0.4679 0.3659 3.9831  -1.476
C -0.7118 -0.5786 3.7824  0.410
C -0.2660 -2.0049 3.4946  -0.951
C -1.7114 -0.0353 2.7405  0.137
C -2.5706 1.0629 3.3699  -0.739
O -2.5934 2.1154 2.4247  -0.486
C -1.7090 1.8232 1.4182  0.206
N -1.1211 0.6161 1.5655  0.521
C -1.5835 2.8183 0.4372  0.354
C -2.2436 4.0769 0.6592  -1.469
C -2.1229 5.1198 -0.2071  -0.515
C -1.3352 5.0146 -1.3812  -0.913
C -0.7153 3.8157 -1.6371  -0.230
C -0.8308 2.7079 -0.7854  0.137
P -0.0649 1.1792 -1.2528  2.176
C -0.7308 0.6566 -2.8652  0.023
C -1.8491 1.2573 -3.4301  -0.778
C -2.3840 0.7661 -4.6159  -0.664
C -1.8024 -0.3223 -5.2458  -0.608
C -0.6866 -0.9316 -4.6827  -0.677
C -0.1629 -0.4514 -3.4947  -0.502
C 1.6732 1.6213 -1.6041  0.247
C 2.2434 1.6598 -2.8700  -0.252
C 3.5702 2.0444 -3.0316  -0.663
C 4.3340 2.3976 -1.9310  -0.534
C 3.7688 2.3708 -0.6612  -0.603
C 2.4492 1.9830 -0.5009  -0.660
H 1.1221 0.0112 4.7841  0.448
H 0.1416 1.3730 4.2476  0.377
H 1.0493 0.4596 3.0644  0.124
H -1.2760 -0.6182 4.7231  0.403
H 0.2717 -2.0801 2.5486  -0.329
H -1.1206 -2.6791 3.4163  0.330
H 0.3682 -2.3818 4.3040  0.586
H -2.3389 -0.8707 2.4048  0.219
H -2.1346 1.4336 4.3023  0.331
H -3.5951 0.7452 3.5659  0.329
H -2.8364 4.1951 1.5538  0.397
H -2.6320 6.0497 0.0163  0.377
H -1.2284 5.8494 -2.0595  0.429
H -0.1172 3.7138 -2.5381  0.449
H -2.3056 2.1074 -2.9389  0.389
H -3.2583 1.2392 -5.0445  0.424
H -2.2185 -0.7011 -6.1706  0.388
H -0.2365 -1.7921 -5.1612  0.420
H 0.6918 -0.9479 -3.0472  0.529
H 1.6541 1.3923 -3.7385  0.358
H 4.0007 2.0733 -4.0245  0.429
H 5.3651 2.7011 -2.0609  0.383
H 4.3549 2.6564 0.2031  0.434
H 2.0030 1.9826 0.4882  0.398
N 5.3782 -1.9859 2.2078  -0.417
C 4.0681 -1.6707 2.1140  0.347
N 3.3117 -1.8239 3.2197  -0.356
N 3.6327 -1.2312 0.9550  -0.741
C 2.3407 -1.0286 0.8321  1.430
N 1.2202 -0.8284 0.6443  -0.634
H 5.8233 -2.0002 3.1082  0.233
H 5.9469 -1.7284 1.4186  0.275
H 3.6371 -2.4028 3.9741  0.230
H 2.3123 -1.7033 3.1488  0.101
C -0.1800 -3.7096 -0.1740  -1.583
C -1.5347 -3.0742 -0.4999  3.518
C -2.5998 -3.6874 0.4217  -1.694
C -1.8914 -3.4250 -1.9520  -1.880
C -1.5179 -1.5734 -0.3260  -1.345
H -0.1709 -4.7772 -0.4138  0.502
H 0.0523 -3.6080 0.8874  0.124
H 0.6179 -3.2286 -0.7441  0.232
H -2.6292 -4.7776 0.3213  0.468
H -3.5914 -3.2964 0.1838  0.375
H -2.3893 -3.4498 1.4675  0.158
H -1.9794 -4.5080 -2.0884  0.461
H -1.1265 -3.0562 -2.6376  0.301
H -2.8386 -2.9627 -2.2384  0.383
H -2.4759 -1.1605 -0.6761  0.679


3.
The following is a DFT calculation (ωB97M-V with the def2-TZVPD basis set) of the molecule C4H7N3O.

Output
total charge = 0
highest occupied orbital energy = -0.343 Ha
ΔE to the lowest compared entry with this formula, charge and spin = 585.30 kJ/mol
SMILES = [H]/N=C\N(C=O)N1CC1

Last column: Mulliken charge in e.
Element x y z (Å)
C 1.1962 1.0790 -0.1380  0.146
C 0.8298 -1.3267 -0.1474  0.148
C -1.9855 -0.2138 -0.6489  -0.552
C -1.8974 -0.4041 0.7885  -0.369
H -0.0738 2.3472 0.2547  0.301
H 2.3716 1.0146 -0.0306  0.276
H -0.0987 -1.9513 -0.7168  0.143
H -1.8597 -1.0221 -1.1251  0.392
H -2.8520 0.5044 -0.9776  0.186
H -2.2940 0.3868 1.5119  0.245
H -1.5562 -1.3787 0.8871  0.320
N 0.8673 2.3103 0.0817  -0.676
N 0.3294 0.0480 -0.1664  0.289
N -0.9040 0.2469 0.0186  -0.387
O 1.9320 -1.6180 0.1918  -0.460


4.
The following is a DFT calculation (ωB97M-V with the def2-TZVPD basis set) of a cluster of 4 separate species, C2H4FNO2 in total.

Output
total charge = 0
highest occupied orbital energy = -0.354 Ha
ΔE to the lowest compared entry with this formula, charge and spin = 237.67 kJ/mol

Last column: Mulliken charge in e.
Element x y z (Å)
C -3.5202 -0.3130 1.0695  0.736
C 1.5739 0.2792 0.5729  -0.091
N 1.5088 1.2567 -0.2933  -0.194
O -4.3688 -0.5932 1.8094  -0.367
O -2.6178 -0.0974 0.3743  -0.378
F 2.9004 0.1708 0.8646  -0.212
H 0.6223 -2.0012 -1.1630  -0.073
H 0.6181 1.5041 -0.5681  0.252
H 0.8939 -1.9557 -2.0891  0.077
H 2.3894 1.7497 -0.5772  0.250


5.
The following is a DFT calculation (ωB97M-V with the def2-TZVPD basis set) of a structure of composition C4H9NO.

Output
total charge = 0
highest occupied orbital energy = -0.356 Ha
ΔE to the lowest compared entry with this formula, charge and spin = 383.82 kJ/mol

Last column: Mulliken charge in e.
Element x y z (Å)
C -1.6291 0.1883 -1.0005  -1.070
C -0.0862 0.4940 -0.7586  0.350
N 0.8863 -0.4520 -0.2917  -0.399
C 0.3734 -1.2403 0.8148  -0.207
C 0.6672 -0.3885 2.0993  -0.889
O 0.1415 1.6421 -1.1414  -0.568
H -1.7433 -0.8546 -1.3319  0.412
H -1.9406 0.9052 -1.7579  0.360
H -2.2533 0.3682 -0.1008  0.247
H 0.3679 -0.5484 -1.3538  0.344
H -0.6946 -1.4746 0.6888  0.237
H 0.8898 -2.1755 1.0755  0.324
H 1.6801 -0.5272 2.4710  0.298
H 0.5587 0.6343 1.7184  0.259
H -0.1213 -0.4257 2.8778  0.302


6.
The following is a DFT calculation (ωB97M-V with the def2-TZVPD basis set) of the molecule C4H6N2O3S.

Output
total charge = 0
highest occupied orbital energy (spin up / spin down) = -0.230 / -0.376 Ha
ΔE to the lowest compared entry with this formula, charge and spin = 283.67 kJ/mol
expectation value of S² = 2.009
spin multiplicity = 3

Last column: Mulliken charge in e.
Element x y z (Å)
C 2.4931 -0.3341 -0.3121  0.352
C 1.4018 -1.1105 0.4268  0.549
C -2.1408 0.7417 -0.5331  -0.986
C -1.8046 -0.6066 0.3153  -0.305
N 2.2845 1.0143 -0.1442  -0.154
N 0.4945 -0.1688 0.8379  0.082
O 3.4423 -0.7909 -0.8535  -0.514
O 1.3273 -2.2820 0.6059  -0.526
O -0.8057 -0.3524 1.2553  -0.350
S 0.9376 1.4661 0.8310  -0.063
H -2.6344 1.5801 -0.0761  0.281
H -1.1786 1.0005 -0.9029  0.278
H -2.7496 0.3181 -1.3056  0.344
H -1.4377 -1.2535 -0.4808  0.274
H -2.5953 -1.0504 0.7944  0.455
H 2.9655 1.8283 -0.4584  0.282


7.
The following is a DFT calculation (ωB97M-V with the def2-TZVPD basis set) of a structure of composition C17H27MgN5O2.

Output
total charge = +2
highest occupied orbital energy = -0.545 Ha
ΔE to the lowest compared entry with this formula, charge and spin = 24.48 kJ/mol

Last column: Mulliken charge in e.
Element x y z (Å)
Mg 0.2183 0.3618 1.5088  0.946
C 0.8158 -0.9982 3.5064  -0.203
C 1.7023 0.0766 3.5546  -0.610
C 1.2176 1.3862 3.6217  -0.158
C -0.1575 1.6181 3.6550  -0.607
C -1.0516 0.5417 3.6068  -0.306
C -0.5647 -0.7651 3.5359  -0.523
H 1.1936 -2.0111 3.5136  0.448
H 2.7673 -0.1055 3.5876  0.467
H 1.9086 2.2136 3.7050  0.456
H -0.5338 2.6257 3.7604  0.434
H -2.1154 0.7188 3.6849  0.462
H -1.2519 -1.5992 3.5610  0.464
O -2.1636 -0.4667 -0.8304  -0.790
C -1.2318 -1.2114 -0.5220  0.595
O -0.4029 -1.0702 0.4253  -0.693
C -1.0492 -2.4922 -1.3578  -0.246
N -2.2124 -2.5174 -2.3222  -0.030
C -3.0147 -3.7685 -2.0703  -0.616
C -2.6815 -4.1071 -0.6270  -0.593
C -1.1885 -3.7769 -0.5360  -0.797
H -0.1103 -2.4290 -1.9039  0.373
H -1.9338 -2.4256 -3.2961  0.350
H -2.7211 -1.6466 -2.0515  0.389
H -2.6504 -4.5368 -2.7495  0.342
H -4.0639 -3.5753 -2.2749  0.376
H -2.8971 -5.1495 -0.4060  0.432
H -3.2630 -3.4856 0.0562  0.261
H -0.5940 -4.5779 -0.9750  0.399
H -0.8428 -3.6157 0.4815  0.347
C 4.3436 -0.2655 -1.8950  -0.842
N 4.0798 0.6628 -0.7910  -0.003
C 5.1573 1.5612 -0.3515  -0.906
C 2.9827 0.5746 -0.0981  0.612
N 2.0033 0.5219 0.5189  -0.492
H 4.8138 0.2860 -2.7064  0.313
H 3.4072 -0.6875 -2.2497  0.281
H 5.0068 -1.0693 -1.5751  0.327
H 5.5730 2.0561 -1.2265  0.319
H 5.9421 0.9996 0.1546  0.333
H 4.7545 2.3117 0.3230  0.329
C -3.0476 3.3444 -1.3867  -0.908
N -1.6403 3.4978 -0.9984  0.003
C -0.7987 4.4245 -1.7626  -0.926
C -1.1088 2.6800 -0.1412  0.611
N -0.6250 1.9718 0.6371  -0.394
H -3.5216 4.3240 -1.3792  0.349
H -3.5520 2.6926 -0.6791  0.307
H -3.1174 2.9158 -2.3863  0.326
H -1.2893 5.3953 -1.7942  0.325
H -0.6573 4.0599 -2.7802  0.323
H 0.1660 4.5314 -1.2745  0.342


8.
The following is a DFT calculation (ωB97M-V with the def2-TZVPD basis set) of the molecule H5NP4.

Output
total charge = 0
highest occupied orbital energy (spin up / spin down) = -0.306 / -0.291 Ha
ΔE to the lowest compared entry with this formula, charge and spin = 270.56 kJ/mol
SMILES = [PH2]#P=N[PH]#[PH2]

Last column: Mulliken charge in e.
Element x y z (Å)
N -0.0014 0.0949 -0.0322  -0.384
P -0.0797 2.2490 0.2337  0.144
P 2.0813 2.0895 0.3902  -0.118
P -1.0378 -2.6983 0.5743  -0.073
P -1.4509 -0.5687 -0.0673  0.094
H 1.9799 1.5648 1.7542  0.093
H 2.3772 3.5760 0.8973  0.078
H -2.3727 -2.8701 0.4436  0.060
H -1.1504 -2.3137 1.8467  0.055
H -2.1791 0.1408 0.8645  0.051


| no. | maximum force (Eh/bohr) | energy (a.u.) |
| --- | --- | --- |
| 1 | 0.01154 | -1717.2035 |
| 2 | 0.00627 | -1909.2201 |
| 3 | 0.16435 | -395.9255 |
| 4 | 0.08327 | -383.6289 |
| 5 | 0.11381 | -287.6863 |
| 6 | 0.10319 | -889.2240 |
| 7 | 0.01312 | -1287.9573 |
| 8 | 0.08774 | -1422.9875 |